Here is C27H25AsN8O8S2W as an isolated structure from the OMol25 dataset. Energies are from wB97M-V/def2-TZVPD.

Each line ends with the Löwdin charge.
Atoms and positions in Å:
C: 1.42 -2.50 -2.06  -0.4805
H: -3.21 0.64 -2.27  0.1276
H: 1.62 1.29 -2.52  0.1117
H: 4.27 -3.02 3.96  0.1836
H: 0.17 2.48 -4.13  0.1246
C: -3.11 -2.70 0.08  -0.1428
N: 2.34 -2.46 4.37  0.1828
C: -1.65 1.68 -3.29  -0.1565
N: 0.07 0.36 -1.55  0.0380
N: 1.69 -2.52 -0.78  -0.0442
C: 1.50 -1.87 3.56  -0.3004
N: 1.98 -1.66 2.30  -0.0028
N: -0.72 -1.30 0.36  -0.0203
O: -5.19 -2.83 -1.04  -0.0375
C: -1.25 0.16 -1.49  -0.2310
O: 2.92 -0.15 0.45  -0.3423
H: 0.42 6.68 -1.42  0.1227
H: -4.22 -4.49 -0.23  0.1424
H: -3.61 -1.23 -1.37  0.1224
C: -2.62 2.41 -4.19  -0.1986
H: -3.01 3.27 -3.65  0.1386
C: 2.46 -3.62 -0.49  -0.2569
As: 1.33 3.59 2.28  1.4626
C: -2.09 -3.18 0.90  0.0257
C: -4.42 -3.43 -0.03  -0.1969
H: -0.12 -2.20 5.83  0.1370
H: 3.98 -2.06 1.60  0.1495
C: 0.55 1.17 -2.48  -0.0991
H: 0.84 -1.72 -2.52  0.0582
H: -2.10 2.79 -5.08  0.1314
O: 1.72 0.94 2.66  -0.4068
S: 2.09 -3.78 -2.96  1.0747
C: 3.24 -2.09 2.38  -0.1044
C: -1.47 0.06 3.13  -0.0646
C: -2.15 0.80 -2.32  0.0653
C: 1.90 5.28 -2.10  -0.0255
C: -0.28 1.84 -3.38  0.0207
H: -6.01 -3.32 -1.16  0.1105
H: 1.99 5.72 -3.08  0.1246
C: -2.16 -0.19 4.31  -0.0630
W: 1.11 -0.01 1.07  1.7703
C: -1.65 -0.90 -0.53  -0.1764
C: 0.93 5.25 0.10  -0.1212
C: -2.87 -1.56 -0.66  0.0763
O: 2.42 2.16 2.24  -0.5804
H: -1.86 0.71 2.37  0.1133
S: 3.73 2.30 -0.15  1.1068
H: -3.53 1.08 -5.31  0.1059
H: 3.35 -5.33 -1.54  0.0783
O: 2.45 0.97 -0.31  -0.4900
N: -1.69 -0.98 5.26  0.1283
H: -4.92 -3.38 0.95  0.1438
C: 1.02 5.81 -1.17  -0.0359
C: 2.77 -4.42 -1.54  -0.3763
C: 0.19 -1.32 3.89  -0.1764
C: 2.68 4.18 -1.76  -0.0535
H: 3.39 3.77 -2.46  0.1187
N: 3.43 -2.59 3.59  0.0842
N: -0.29 -0.52 2.93  -0.0014
C: -0.52 -1.55 5.06  -0.0167
O: -0.06 1.50 0.96  -0.4042
H: 0.24 5.70 0.81  0.1008
H: -2.19 -4.10 1.45  0.1343
H: -0.80 1.75 0.41  0.0463
H: -0.13 -2.80 1.65  0.0982
C: -0.93 -2.45 1.02  -0.1218
O: 4.47 2.10 -1.37  -0.3788
C: 1.69 4.14 0.47  -0.4522
H: -3.12 0.28 4.48  0.1250
O: -3.73 1.61 -4.53  -0.0345
H: 2.74 -3.84 0.53  0.0861
C: 2.57 3.61 -0.49  -0.3775

Output
total charge	+2
gap between HOMO and LUMO (spin up / spin down)	4.87 / 4.85	eV
electronic energy	-141020.2719	eV
lowest unoccupied orbital energy (spin up / spin down)	-0.2757 / -0.2758	hartree



Here is C27H25AuBrN4O4S as an isolated structure from the OMol25 dataset. Energies are from wB97M-V/def2-TZVPD.

Each line ends with the Löwdin charge.
Atoms and positions in Å:
H: 1.77 4.72 5.68  0.0813
C: 1.66 1.92 -4.50  -0.1028
Au: 0.93 -1.04 0.03  1.3870
C: 3.00 2.13 -4.19  -0.6825
C: -3.34 -0.88 -0.53  -0.0375
O: -1.31 -0.82 2.10  -0.3420
H: -2.02 1.04 -2.98  0.1006
C: 0.39 1.76 2.50  -0.0655
C: 3.61 1.42 -3.17  -0.0902
H: 3.35 -0.05 -1.64  0.1062
C: 2.43 -1.17 2.40  -0.1601
H: -0.66 -3.33 1.36  0.1137
O: -0.15 -1.71 4.11  -0.2598
H: 3.09 -2.01 2.18  0.1325
H: 2.48 -1.01 3.48  0.1287
H: 1.19 2.48 -5.29  0.1109
C: 1.16 2.22 5.12  -0.0087
H: 0.87 3.81 2.16  0.1251
H: 1.10 5.40 4.19  0.0864
C: -2.62 0.27 -2.52  -0.0579
C: 1.73 4.61 4.59  -0.0343
H: -2.30 -5.02 0.55  0.1273
C: -3.55 -0.44 -3.26  -0.0828
N: 1.06 -1.49 1.97  -0.3157
H: -2.93 -5.02 -1.87  0.1299
N: -0.42 -2.48 -0.49  -0.0264
C: -1.65 -3.36 -2.33  0.0156
S: -0.14 -0.88 2.95  0.5998
H: -0.23 -1.40 -3.67  0.1533
C: -2.51 0.06 -1.14  -0.3285
H: -3.27 -1.03 0.54  0.1074
C: -0.75 -2.46 -1.80  -0.2398
C: -4.26 -1.58 -1.28  -0.0833
Br: 3.99 3.40 -5.17  0.8011
H: 0.68 0.15 5.46  0.1196
C: 0.73 0.95 4.75  -0.0359
H: 1.46 2.40 6.15  0.1222
C: 0.82 3.01 2.88  -0.0129
N: 0.82 -0.72 -2.03  -0.0166
C: -4.37 -1.38 -2.65  -0.0956
C: 0.94 0.99 -3.78  -0.0198
C: 2.94 0.06 1.66  -0.5830
H: -0.11 0.83 -4.02  0.0964
C: 1.55 0.27 -2.76  -0.2488
H: -1.90 -3.32 -3.38  0.1340
C: 0.35 0.73 3.43  -0.2986
H: -5.10 -1.93 -3.23  0.1073
H: -4.92 -2.29 -0.79  0.1144
N: -1.53 0.73 -0.40  0.0987
O: 2.30 0.28 0.48  -0.2104
H: -1.69 0.69 0.60  0.0554
H: -3.65 -0.25 -4.32  0.1105
C: -2.22 -4.30 -1.48  -0.0081
H: 0.11 1.58 1.47  0.0836
C: -0.97 -3.37 0.33  -0.0648
C: -0.05 -1.46 -2.60  -0.0417
H: 2.74 4.77 4.20  0.0939
C: 1.22 3.26 4.20  -0.2438
H: 4.65 1.59 -2.93  0.1147
C: 2.88 0.49 -2.45  -0.0120
C: -1.88 -4.30 -0.14  0.0045
H: -1.32 1.66 -0.73  0.1061
O: 3.82 0.78 2.02  0.1419

Output
total charge	+1
gap between HOMO and LUMO	6.70	eV
electronic energy	-127119.0666	eV
lowest unoccupied orbital energy	-0.1689	hartree



Here is C27H25Cl3N5O4PSSeTi as an isolated structure from the OMol25 dataset. Energies are from wB97M-V/def2-TZVPD.

Each line ends with the Löwdin charge.
Atoms and positions in Å:
C: -2.16 2.19 -4.08  -0.1411
H: 4.67 -3.26 2.40  0.0946
C: 4.11 -2.38 2.12  -0.0968
C: -0.90 -3.03 3.91  -0.1187
H: 5.83 -1.35 1.34  0.0934
Ti: -1.03 -0.45 0.05  0.9355
C: 0.24 2.12 -4.19  -0.1338
P: 0.22 -0.99 2.31  0.5117
H: -1.79 -4.56 5.12  0.0969
Cl: -1.05 2.76 -6.48  0.6326
H: 2.25 -3.17 2.84  0.1009
S: 2.62 3.59 0.98  0.5498
C: -0.23 -3.70 1.71  -0.1139
C: 0.35 4.93 -0.79  -0.0691
H: -1.33 4.28 3.08  0.1136
O: -2.33 0.64 1.43  -0.1359
H: 4.52 0.69 0.74  0.0977
H: 1.89 -2.34 -3.01  0.1079
H: 1.42 5.03 -0.91  0.0444
H: -0.60 -5.75 1.19  0.0971
H: 0.67 -2.48 -5.16  0.1027
H: -3.12 2.35 -4.55  0.1031
H: 0.66 2.45 2.91  0.0119
C: -0.33 -2.71 2.69  -0.4152
C: -1.10 3.52 2.32  -0.1415
N: -1.17 -1.30 -2.01  0.0256
N: 0.07 4.40 0.52  -0.1581
H: -0.04 4.26 -1.57  0.0783
O: -0.83 1.30 -0.80  -0.2577
Se: -0.01 0.23 4.09  0.2176
C: -1.81 -1.38 -3.17  -0.1349
C: 0.14 -1.65 -1.93  -0.4415
O: -2.82 -1.31 0.71  -0.1137
C: 4.76 -1.30 1.53  -0.1012
H: -1.69 2.63 2.52  0.0804
H: 1.57 -1.63 -0.49  0.0662
C: -1.29 4.07 0.91  -0.1162
H: 0.20 -3.46 0.74  0.0853
C: 0.15 -2.16 -4.26  -0.0813
H: -1.76 -1.86 -5.26  0.0937
C: -1.35 -4.32 4.16  -0.0895
H: 2.13 0.78 1.16  0.0508
C: 2.67 -0.12 1.43  -0.1378
Cl: -3.55 1.61 -1.84  0.7385
C: -2.09 1.84 -2.74  -0.5877
H: -1.60 -6.31 3.38  0.0934
C: -0.98 2.33 -4.79  -0.6778
C: -0.68 -4.99 1.96  -0.0917
C: 0.29 1.77 -2.85  -0.5849
C: 2.75 -2.32 2.37  -0.0888
H: -1.93 4.96 0.89  0.1187
C: 4.04 -0.17 1.19  -0.0830
N: 0.32 3.21 2.34  0.0189
C: -0.87 1.61 -2.07  -0.4877
C: -1.20 -1.81 -4.33  -0.0838
C: 0.84 -2.09 -3.08  -0.0201
N: 0.59 -1.48 -0.67  -0.0316
H: -0.98 -2.26 4.66  0.0331
H: -2.85 -1.08 -3.16  0.1080
O: -4.21 -0.28 2.03  0.1176
H: -0.13 5.90 -0.90  0.0844
C: 2.01 -1.19 2.03  -0.4320
H: -1.71 3.32 0.24  0.0965
Cl: 1.82 1.53 -2.09  0.7438
H: 1.16 2.22 -4.75  0.1043
C: 0.97 3.73 1.28  -0.8497
N: -3.17 -0.31 1.44  -0.5284
C: -1.24 -5.30 3.19  -0.1037

Output
<S²>	0.75
spin multiplicity	2
total charge	-1
gap between HOMO and LUMO (spin up / spin down)	6.92 / 6.91	eV
electronic energy	-190203.0516	eV
lowest unoccupied orbital energy (spin up / spin down)	0.0849 / 0.0850	hartree



Here is C27H25ClIIrN4O3P as an isolated structure from the OMol25 dataset. Energies are from wB97M-V/def2-TZVPD.

Each line ends with the Löwdin charge.
Atoms and positions in Å:
H: 2.94 0.74 3.85  0.1228
C: -2.61 0.00 -0.76  -0.0417
C: -1.70 0.59 0.13  -0.2772
C: -0.95 -2.72 -1.17  -0.0915
C: -1.98 -3.65 -0.98  -0.0161
Cl: -3.58 -4.45 3.11  0.7445
C: -0.63 -1.77 3.43  -0.6329
C: -4.15 -0.39 1.04  -0.2271
H: 4.96 0.86 2.58  0.1058
C: -0.19 -1.57 2.14  -0.4238
H: 4.16 -0.70 2.23  0.1067
H: -2.78 -0.06 -7.16  0.1189
H: -1.39 1.23 2.15  0.1190
C: -0.60 -1.49 -5.02  -0.0115
N: -6.32 -1.48 1.92  0.1733
N: -0.41 -2.06 -0.17  -0.0484
C: -0.23 -0.34 -4.30  -0.2397
H: 2.03 0.26 2.53  0.0608
O: 0.78 -0.72 1.81  -0.2969
H: 5.12 -0.65 -2.63  0.0878
Ir: 0.99 -0.58 -0.23  1.2332
C: -5.36 -0.98 1.53  -0.1792
C: -0.84 -2.30 1.11  -0.1351
O: 2.44 0.84 0.12  -0.4704
H: -0.37 1.31 -1.39  0.0593
H: -0.16 -2.44 -4.76  0.1227
C: 0.70 -0.44 -3.26  0.0142
H: 4.27 -1.35 -0.39  0.0861
C: 4.09 0.38 2.12  -0.1709
N: 4.54 -0.06 -2.04  -0.0416
H: -2.01 -2.79 4.74  0.1027
C: -1.52 -1.38 -6.05  -0.0490
H: 5.80 -0.44 -0.33  0.0988
C: -1.88 -3.20 1.38  -0.1595
C: -0.78 0.91 -4.63  -0.0008
C: -2.30 -3.36 2.72  -0.6036
H: 2.57 -0.41 -2.34  0.0550
C: -1.68 -2.66 3.72  -0.1542
C: -2.07 0.75 1.46  -0.0328
C: 4.74 -0.38 -0.62  -0.3186
C: -3.82 -0.49 -0.31  -0.0175
N: 2.85 0.83 2.84  0.1193
H: -4.51 -0.96 -0.99  0.1254
H: -3.27 -4.58 0.45  0.1049
H: -2.40 -4.16 -1.84  0.1179
H: -0.47 1.79 -4.08  0.1262
C: -0.34 0.98 -0.35  -0.1608
C: -3.28 0.26 1.92  -0.0094
C: -1.70 1.00 -5.65  -0.0448
H: 0.11 1.76 0.27  0.0737
H: -2.13 1.96 -5.91  0.1173
H: -2.34 -0.08 -1.81  0.1128
H: -0.56 -2.50 -2.16  0.0976
I: 0.20 -0.66 4.98  0.9907
C: -2.46 -3.88 0.28  0.0096
P: 3.95 0.93 0.35  0.4092
C: -2.06 -0.14 -6.36  -0.0317
H: -3.56 0.36 2.96  0.1291
H: -1.81 -2.26 -6.61  0.1158
H: 4.82 0.90 -2.21  0.0848
O: 4.61 2.23 0.17  -0.2937
H: 2.64 1.80 2.61  0.1621
C: 1.46 -0.50 -2.27  -0.1280

Output
total charge	+1
gap between HOMO and LUMO	6.53	eV
electronic energy	-73253.7991	eV
lowest unoccupied orbital energy	-0.1506	hartree



Summary of energy relative to the best compared isomer or geometry (same formula, charge and spin) in eV
9.0838 0.0000 0.0932 0.0000
(order as listed above)
Summary of strongest force on any atom in Eh/bohr
0.0586 0.0032 0.0060 0.0091
(order as listed above)